# C6H16S2

A cluster of 2 separate species, C6H16S2 in total in a non-equilibrium geometry (the ωB97M-V functional and the def2-TZVPD basis, the Open Molecules 2025 dataset).

Structure (XYZ):
```
24
Properties=species:S:1:pos:R:3:forces:R:3
S -1.89277 0.99419 0.31869 0.2 -0.8 0.3
S 3.34602 -0.82292 2.48129 0.1 0.0 0.2
C -2.48694 3.22235 -2.03659 0.4 -0.6 0.1
C -1.40203 0.82866 -1.43759 -0.3 2.0 -0.5
C 1.55601 -1.04983 2.21726 -0.3 -1.0 0.5
C 1.94993 -3.31832 1.02382 -0.6 -0.8 -0.1
C -1.21757 2.30266 -1.96253 -0.5 0.3 -0.9
C 1.29122 -1.96067 0.98000 0.8 2.0 -0.3
H -2.16220 0.30010 -2.04440 0.3 0.3 0.4
H -3.02564 1.71601 0.18417 0.3 -0.3 -0.3
H 1.48689 -3.83820 0.16828 0.5 -0.3 0.4
H 1.67374 -3.84997 1.94993 0.1 0.0 -0.3
H 1.14809 -0.02085 2.20121 0.0 -0.7 -0.4
H -0.79548 2.22418 -2.98289 -0.1 0.2 0.4
H 1.16944 -1.55099 3.12547 0.0 0.4 -0.3
H 0.22413 -2.05492 0.70092 0.4 0.2 0.5
H 1.80258 -1.40351 0.17159 -0.5 -0.2 -0.1
H 3.04615 -3.35864 0.90859 -0.5 0.4 0.1
H -0.52932 2.92681 -1.36070 0.1 -1.0 -0.1
H -2.15254 4.22221 -2.36073 -0.3 -0.4 0.1
H -0.43524 0.30920 -1.58226 -0.6 0.1 0.7
H -2.93234 3.30912 -1.03125 0.1 0.2 -0.5
H 3.60052 -1.99371 3.10336 -0.1 0.2 -0.2
H -3.26268 2.86708 -2.73560 0.3 0.0 0.2
```
Forces are in eV/Å.

Highest occupied orbital energy, eV: -8.94
ΔE to the lowest compared entry with this formula, charge and spin, kcal/mol: 19.7
Multiplicity: 1
Kohn-Sham gap, eV: 9.7
SMILES string: CCCS.CCCS
E_tot, eV: -28151.3958

Per-atom natural (NBO) charges, elementary charge units:
1 S -0.061
2 S -0.058
3 C -0.612
4 C -0.520
5 C -0.513
6 C -0.619
7 C -0.405
8 C -0.416
9 H 0.215
10 H 0.124
11 H 0.214
12 H 0.198
13 H 0.234
14 H 0.198
15 H 0.210
16 H 0.212
17 H 0.199
18 H 0.219
19 H 0.210
20 H 0.216
21 H 0.236
22 H 0.198
23 H 0.120
24 H 0.203